{"formula": "C19H27HfN5O3", "method": "wB97M-V/def2-TZVPD", "elements": ["Hf", "O", "O", "O", "N", "N", "N", "N", "N", "C", "C", "C", "C", "C", "C", "C", "C", "C", "C", "C", "C", "C", "C", "C", "C", "C", "C", "C", "H", "H", "H", "H", "H", "H", "H", "H", "H", "H", "H", "H", "H", "H", "H", "H", "H", "H", "H", "H", "H", "H", "H", "H", "H", "H", "H"], "xyz": [[0.170, -0.140, -0.564], [2.993, 1.467, 0.189], [-0.359, -3.357, 0.222], [-0.212, 0.083, 1.498], [0.875, -0.477, 3.514], [3.438, -2.323, -0.067], [-1.073, 4.315, 0.754], [-1.119, 0.772, 3.405], [-4.291, -0.802, 0.851], [-0.125, 0.083, 2.794], [-1.728, 0.475, 4.707], [-0.320, 5.112, 0.389], [-0.726, -1.231, -2.301], [1.132, -0.177, 4.940], [1.949, 0.924, 0.187], [-5.722, -2.807, 0.044], [-2.034, 1.402, 2.439], [-4.764, -1.756, 0.411], [-0.220, -2.187, 0.337], [0.261, 6.425, 0.050], [-1.403, 0.025, -2.026], [5.435, -3.550, -1.203], [0.700, -1.253, -2.359], [1.894, -1.291, 2.869], [4.343, -2.819, -0.606], [0.771, 1.193, -2.333], [1.424, -0.068, -2.374], [-0.635, 1.251, -2.023], [5.866, -2.939, -2.017], [1.763, -1.290, 1.788], [-1.255, 1.046, 5.539], [-1.300, -2.140, -2.548], [6.181, -3.759, -0.420], [1.018, 0.894, 5.186], [2.437, -0.212, -2.655], [-2.488, -0.043, -1.711], [-6.699, -2.304, 0.078], [2.882, -0.901, 3.141], [1.831, -2.314, 3.261], [-5.595, -3.259, -0.957], [-0.599, 7.065, -0.209], [1.271, -2.117, -2.599], [2.177, -0.436, 5.198], [0.970, 6.453, -0.799], [0.772, 6.850, 0.922], [-5.696, -3.613, 0.782], [-1.407, 2.091, 1.823], [-1.071, 2.235, -1.689], [5.022, -4.484, -1.626], [0.516, -0.783, 5.638], [-2.810, 1.960, 3.017], [-1.727, -0.617, 4.948], [-2.791, 0.799, 4.603], [1.364, 2.092, -2.554], [-2.476, 0.606, 1.777]], "atomic_forces_ev_per_a": [[0.362, -0.587, 14.389], [-6.291, -3.189, 0.553], [0.787, 7.427, 1.490], [1.179, -0.280, -2.218], [-0.895, 0.748, -1.228], [0.406, 0.096, -1.087], [0.952, -0.812, -0.470], [-1.013, -0.891, -1.504], [1.196, -0.118, -0.433], [0.776, 0.217, 3.055], [-0.702, -0.012, 0.916], [-0.729, 0.970, 0.159], [-0.588, 0.094, -2.309], [0.133, 0.017, 1.318], [8.440, 4.392, -0.193], [-0.129, -0.188, -0.356], [-0.001, 0.883, 0.192], [-1.013, -0.055, 0.167], [-1.017, -9.503, -1.665], [0.218, 0.259, -0.330], [-1.748, -0.609, -1.477], [0.170, -0.043, -0.405], [-1.502, -1.116, -2.874], [0.216, -0.304, 0.498], [-1.441, 0.429, 1.045], [-0.381, 0.512, -1.556], [0.348, 1.204, -2.579], [-0.406, 1.580, -1.580], [0.035, -0.365, 0.393], [0.215, -0.168, -0.021], [-0.320, -0.386, -0.582], [0.193, 0.386, 0.510], [-0.135, -0.015, -0.402], [-0.092, -0.479, -0.394], [1.120, 0.505, 0.144], [1.019, 0.502, -0.626], [0.150, -0.310, -0.009], [-0.146, -0.053, -0.304], [0.045, 0.088, -0.280], [0.159, 0.455, 0.480], [0.351, -0.163, 0.139], [0.077, -1.104, 0.141], [-0.509, 0.095, -0.525], [-0.428, -0.369, 0.443], [-0.180, -0.157, -0.115], [-0.030, 0.164, -0.014], [-0.860, -0.083, 0.287], [0.088, -0.895, -0.635], [0.365, 0.307, 0.229], [0.218, 0.347, -0.645], [0.645, -0.450, -0.818], [0.273, 0.787, -0.296], [0.943, -0.299, 0.377], [-0.363, -0.169, 0.396], [-0.159, 0.709, 0.613]], "mulliken_charge": [1.2570, -0.1141, -0.0944, -0.8614, 0.2239, -0.4324, -0.4072, 0.1320, -0.4044, 0.3930, -1.0231, 0.4145, -0.3321, -1.1179, 0.3098, -0.9381, -0.6332, 0.4186, 0.3058, -0.9148, -0.1967, -0.8246, -0.2319, -0.7435, 0.4179, -0.4308, -0.4161, -0.1417, 0.3154, 0.1047, 0.3855, 0.5901, 0.3241, 0.4110, 0.6107, 0.5429, 0.2971, 0.3921, 0.3367, 0.3119, 0.2959, 0.5811, 0.4126, 0.3020, 0.3082, 0.3110, 0.1247, 0.5779, 0.3131, 0.3628, 0.6438, 0.3645, 0.4448, 0.5383, 0.1830], "homo_lumo_gap_ev": [3.15, 3.15], "e_above_lowest_kcal_mol": 114.0, "charge": 4, "homo_energy_ev": [-20.83, -20.83]}

---

{"formula": "C2H5NO2S", "method": "wB97M-V/def2-TZVPD", "elements": ["S", "O", "O", "N", "C", "C", "H", "H", "H", "H", "H"], "xyz": [[-1.387, -0.039, -0.303], [-1.265, 1.167, -1.060], [-2.648, -0.350, 0.243], [0.016, -0.295, 0.651], [1.021, 0.673, 0.667], [-0.064, -1.148, -0.617], [1.869, 0.265, 1.272], [1.315, 0.904, -0.332], [0.569, -0.664, -1.342], [-0.106, -2.228, -0.283], [0.681, 1.714, 1.106]], "atomic_forces_ev_per_a": [[2.799, 0.542, 0.892], [0.139, 0.367, -0.681], [-0.840, -1.092, 0.581], [-3.595, -0.887, -0.268], [1.144, 2.750, 1.760], [-0.868, -0.712, 1.765], [-0.497, 0.627, -0.546], [0.719, 0.343, -0.808], [0.299, -0.913, -0.810], [0.188, 1.225, -1.349], [0.513, -2.250, -0.538]], "mulliken_charge": [0.9379, -0.5442, -0.5657, -0.2063, -0.6845, -0.3917, 0.2720, 0.3218, 0.3674, 0.2772, 0.2161], "smiles": "CN1CS1(=O)=O", "homo_lumo_gap_ev": 10.69, "e_above_lowest_kcal_mol": 76.3, "charge": 0, "homo_energy_ev": -10.04}

---

{"formula": "C7H14IrPS", "method": "wB97M-V/def2-TZVPD", "elements": ["Ir", "S", "P", "C", "C", "C", "C", "C", "C", "C", "H", "H", "H", "H", "H", "H", "H", "H", "H", "H", "H", "H", "H", "H"], "xyz": [[0.679, 0.196, -0.677], [1.848, -1.544, -0.051], [-2.095, 0.791, 0.328], [-0.400, 1.466, 0.584], [-1.397, 0.206, -1.191], [0.288, 2.250, -0.364], [0.247, 1.956, -1.743], [2.247, -1.174, 1.659], [0.356, -2.537, 0.223], [-0.582, 0.888, -2.145], [3.336, -1.277, 1.768], [-0.541, 0.501, -3.159], [-3.392, 0.198, 0.110], [0.389, -2.962, 1.238], [-1.849, -0.725, -1.551], [-2.613, 2.083, 0.652], [-0.078, 1.587, 1.624], [0.954, 3.054, -0.025], [1.964, -0.142, 1.902], [-0.548, -1.918, 0.052], [0.415, -3.332, -0.535], [0.934, 2.444, -2.436], [-1.913, -0.116, 1.407], [1.752, -1.892, 2.331]], "atomic_forces_ev_per_a": [[3.556, -2.709, 0.446], [0.878, -1.759, 0.462], [0.187, 0.731, -0.325], [-0.414, 0.108, 2.952], [-3.326, -1.591, -0.560], [0.628, 3.992, -0.188], [0.050, 1.226, -0.749], [0.832, 0.203, 0.954], [-0.324, -0.748, -0.317], [-0.609, 0.625, -2.526], [-0.314, 0.038, 0.051], [0.017, 0.200, 0.096], [-0.389, 0.057, -0.219], [-0.151, 0.122, -0.484], [-0.112, 0.326, -0.277], [-0.629, -0.226, -0.068], [-0.020, 0.069, -0.104], [-0.125, -0.217, -0.238], [-0.078, -0.375, 0.037], [0.459, -0.463, 0.319], [-0.283, 0.164, 0.341], [-0.375, -0.070, 0.148], [0.327, -0.093, 0.554], [0.215, 0.392, -0.305]], "mulliken_spin": [1.7987, 0.0783, 0.0941, 0.3659, 0.4133, 0.4079, 0.1918, 0.1493, 0.1282, 0.2310, -0.0020, 0.0480, 0.0147, -0.0048, 0.0280, 0.0270, -0.0102, -0.0105, -0.0132, -0.0292, 0.0059, 0.0343, 0.0660, -0.0128], "s2": 6.0112, "homo_lumo_gap_ev": [3.63, 6.11], "e_above_lowest_kcal_mol": 6.1, "multiplicity": 5, "charge": 0, "homo_energy_ev": [-3.25, -7.52]}

---

{"formula": "C4H13N2O", "method": "wB97M-V/def2-TZVPD", "elements": ["O", "N", "N", "C", "C", "C", "C", "H", "H", "H", "H", "H", "H", "H", "H", "H", "H", "H", "H", "H"], "xyz": [[-3.691, 1.139, 0.510], [-0.752, 0.984, 0.512], [2.435, 0.124, -2.080], [0.313, -1.229, 0.702], [1.592, -0.828, 0.026], [-0.224, -0.048, 1.514], [1.726, -0.774, -1.306], [-3.877, 0.191, 0.470], [-1.780, 1.078, 0.468], [0.994, -1.301, -1.919], [-0.418, 1.911, 0.768], [-1.084, -0.404, 2.071], [-4.577, 1.521, 0.610], [3.285, 0.516, -1.697], [2.378, -0.378, 0.625], [2.575, -0.199, -3.027], [0.436, -2.059, 1.400], [-0.441, -1.429, -0.062], [0.452, 0.506, 2.156], [-0.387, 0.759, -0.419]], "atomic_forces_ev_per_a": [[-0.201, -0.494, 0.028], [0.067, 0.332, 0.274], [0.818, -0.676, -0.071], [1.002, 0.267, 0.424], [0.498, 0.359, -0.307], [-1.102, -0.112, -0.720], [-1.506, 0.682, -0.275], [-0.027, 0.099, -0.028], [-0.074, -0.211, 0.084], [-0.038, -0.034, 0.104], [0.088, 0.060, -0.195], [-0.053, 0.282, 0.297], [0.397, 0.215, -0.017], [-0.056, 0.013, 0.099], [-0.120, 0.116, 0.226], [0.122, 0.120, -0.009], [-0.196, -0.161, -0.158], [-0.059, -0.552, 0.163], [0.315, -0.410, 0.073], [0.125, 0.104, 0.008]], "mulliken_charge": [-0.6832, -0.1664, -0.4492, -0.8267, -0.5132, -0.3926, -0.0068, 0.3188, 0.2398, 0.3217, 0.3882, 0.2796, 0.3239, 0.2224, 0.2819, 0.2399, 0.3520, 0.3810, 0.3608, 0.3280], "homo_lumo_gap_ev": 8.83, "e_above_lowest_kcal_mol": 39.9, "charge": 1, "homo_energy_ev": -11.84}